1.
{"formula": "C23H66O16S3", "method": "ωB97M-V with the def2-TZVPD basis set", "smiles": "CCOS(C)(=O)=O.CCOS(C)(=O)=O.CCOS(C)(=O)=O.CCO.CCO.CCO.CCO.CCO.CCO.CCO", "species": ["C", "C", "O", "S", "C", "O", "O", "H", "H", "H", "H", "H", "H", "H", "H", "C", "C", "O", "S", "C", "O", "O", "H", "H", "H", "H", "H", "H", "H", "H", "C", "C", "O", "S", "C", "O", "O", "H", "H", "H", "H", "H", "H", "H", "H", "C", "C", "O", "H", "H", "H", "H", "H", "H", "C", "C", "O", "H", "H", "H", "H", "H", "H", "C", "C", "O", "H", "H", "H", "H", "H", "H", "C", "C", "O", "H", "H", "H", "H", "H", "H", "C", "C", "O", "H", "H", "H", "H", "H", "H", "C", "C", "O", "H", "H", "H", "H", "H", "H", "C", "C", "O", "H", "H", "H", "H", "H", "H"], "xyz": [[2.944, 2.247, 2.912], [2.473, 1.845, 4.279], [1.281, 2.560, 4.681], [-0.116, 1.903, 4.389], [-0.066, 0.350, 5.252], [-1.076, 2.734, 5.019], [-0.207, 1.691, 2.973], [2.240, 1.920, 2.145], [3.897, 1.751, 2.708], [3.073, 3.322, 2.823], [2.323, 0.770, 4.350], [3.213, 2.139, 5.021], [0.394, -0.380, 4.586], [-1.100, 0.061, 5.413], [0.501, 0.478, 6.166], [4.508, -1.867, 2.501], [3.647, -3.034, 2.084], [2.825, -2.702, 0.950], [3.385, -3.017, -0.504], [2.980, -4.731, -0.563], [2.554, -2.262, -1.372], [4.795, -2.838, -0.532], [5.068, -1.470, 1.658], [5.136, -2.157, 3.341], [3.858, -1.059, 2.854], [4.255, -3.918, 1.876], [2.949, -3.293, 2.880], [3.116, -5.083, -1.583], [1.917, -4.784, -0.334], [3.585, -5.242, 0.175], [4.006, 1.254, -1.953], [4.619, 1.004, -3.312], [3.587, 1.127, -4.315], [3.534, 0.034, -5.442], [2.933, -1.347, -4.565], [2.558, 0.481, -6.363], [4.868, -0.231, -5.863], [3.125, 0.623, -1.823], [3.725, 2.295, -1.801], [4.722, 1.004, -1.166], [5.378, 1.751, -3.554], [5.127, 0.042, -3.366], [2.852, -2.190, -5.251], [1.902, -1.113, -4.296], [3.544, -1.588, -3.704], [-2.594, 0.290, -3.411], [-3.081, 1.629, -2.915], [-2.672, 1.788, -1.569], [-1.512, 0.192, -3.286], [-2.816, 0.158, -4.472], [-3.053, -0.529, -2.853], [-4.168, 1.674, -3.026], [-2.631, 2.422, -3.530], [-3.329, 2.287, -1.069], [-1.378, -2.295, -3.451], [-1.619, -2.737, -2.030], [-2.911, -3.278, -1.817], [-1.730, -1.268, -3.611], [-1.808, -2.939, -4.214], [-0.301, -2.220, -3.658], [-1.475, -1.912, -1.332], [-0.880, -3.493, -1.718], [-3.398, -2.622, -1.301], [0.137, 0.142, -0.471], [0.057, -0.841, 0.688], [-0.999, -0.503, 1.582], [0.430, 1.120, -0.065], [-0.837, 0.327, -0.933], [0.880, -0.144, -1.213], [1.014, -0.752, 1.225], [-0.022, -1.876, 0.370], [-0.774, 0.340, 1.998], [-0.572, -4.561, 1.796], [-0.755, -3.692, 3.030], [-1.893, -2.852, 2.955], [0.221, -5.292, 2.014], [-0.181, -3.998, 0.943], [-1.488, -5.070, 1.512], [0.149, -3.084, 3.188], [-0.897, -4.324, 3.909], [-1.605, -2.035, 2.525], [-3.282, 2.718, 2.241], [-4.017, 3.974, 1.747], [-4.129, 3.921, 0.328], [-3.078, 2.092, 1.372], [-3.753, 2.249, 3.102], [-2.284, 2.989, 2.602], [-3.488, 4.878, 2.056], [-5.032, 4.007, 2.139], [-3.246, 4.116, -0.011], [-5.495, -0.075, -1.236], [-4.646, 0.013, -0.026], [-3.448, -0.707, -0.285], [-5.156, 0.631, -1.997], [-6.543, 0.135, -1.032], [-5.388, -1.080, -1.645], [-5.147, -0.390, 0.869], [-4.405, 1.040, 0.284], [-2.803, -0.594, 0.426], [-0.433, 4.409, 0.248], [-0.681, 4.541, -1.224], [-1.930, 5.213, -1.411], [-0.292, 5.336, 0.804], [0.413, 3.746, 0.449], [-1.277, 3.872, 0.696], [-0.768, 3.502, -1.563], [0.118, 5.064, -1.754], [-2.149, 5.267, -2.345]]}

2.
{"formula": "C20H50AgF3N4O6", "method": "ωB97M-V with the def2-TZVPD basis set", "relative_energy_kj_mol": 271.9, "species": ["Ag", "C", "O", "O", "C", "F", "F", "F", "C", "C", "H", "H", "H", "H", "H", "H", "C", "C", "C", "O", "C", "N", "H", "H", "H", "H", "H", "H", "H", "H", "H", "H", "H", "C", "C", "C", "O", "C", "N", "H", "H", "H", "H", "H", "H", "H", "H", "H", "H", "H", "C", "C", "C", "O", "C", "N", "H", "H", "H", "H", "H", "H", "H", "H", "H", "H", "H", "C", "C", "C", "O", "C", "N", "H", "H", "H", "H", "H", "H", "H", "H", "H", "H", "H"], "xyz": [[0.644, -0.952, 0.752], [-1.224, -1.772, -2.417], [-1.299, -0.408, -2.904], [-0.148, -1.821, -1.507], [-2.637, -2.402, -2.067], [-3.222, -2.665, -3.233], [-2.465, -3.591, -1.446], [-3.381, -1.576, -1.340], [-2.047, -0.113, -4.091], [-1.605, 1.218, -4.651], [-1.993, 1.417, -5.649], [-1.881, 2.023, -3.970], [-0.523, 1.092, -4.706], [-3.114, -0.049, -3.878], [-1.885, -0.873, -4.855], [-0.899, -2.449, -3.207], [4.962, -1.448, 1.101], [3.511, -1.079, 1.334], [3.257, -0.090, 2.462], [1.816, -0.030, 2.593], [1.230, 1.171, 3.005], [2.969, -0.616, 0.077], [5.091, -2.299, 0.432], [5.478, -1.728, 2.019], [5.483, -0.558, 0.747], [3.078, -2.038, 1.621], [3.668, 0.901, 2.271], [3.657, -0.439, 3.414], [1.858, 2.002, 2.685], [1.177, 1.273, 4.089], [0.188, 1.302, 2.713], [3.482, 0.218, -0.173], [3.283, -1.157, -0.715], [-2.557, 2.223, -0.984], [-1.917, 1.704, 0.327], [-3.061, 0.932, 1.125], [-3.998, 1.759, 1.782], [-5.052, 1.139, 2.379], [-0.770, 0.889, -0.037], [-3.017, 1.431, -1.574], [-1.871, 2.789, -1.614], [-3.245, 3.005, -0.662], [-1.641, 2.614, 0.859], [-2.644, 0.279, 1.891], [-3.541, 0.233, 0.440], [-5.544, 0.315, 1.862], [-5.747, 1.934, 2.650], [-4.803, 0.789, 3.381], [-1.056, 0.406, -0.876], [-0.051, 1.504, -0.391], [-0.893, -1.676, 3.819], [-1.020, -2.904, 2.885], [-2.147, -2.841, 1.810], [-3.388, -2.939, 2.374], [-4.403, -2.798, 1.428], [0.321, -3.089, 2.241], [-1.769, -1.557, 4.456], [-0.748, -0.754, 3.256], [-0.061, -1.905, 4.484], [-1.106, -3.790, 3.513], [-2.029, -3.745, 1.213], [-2.045, -2.007, 1.116], [-4.680, -1.790, 1.121], [-5.318, -3.018, 1.978], [-4.328, -3.490, 0.589], [0.344, -3.873, 1.605], [0.930, -3.364, 2.999], [1.910, 3.072, -3.528], [2.508, 2.032, -2.543], [3.789, 2.557, -1.753], [4.365, 1.652, -0.767], [5.651, 2.063, -0.234], [1.474, 1.578, -1.605], [1.472, 3.862, -2.918], [1.074, 2.699, -4.119], [2.661, 3.423, -4.236], [2.718, 1.108, -3.083], [3.626, 3.465, -1.173], [4.592, 2.816, -2.444], [5.875, 1.746, 0.785], [5.611, 3.149, -0.145], [6.411, 1.824, -0.978], [0.715, 1.229, -2.173], [1.896, 0.858, -1.037]]}

no.,orbital gap (eV)
1,9.5
2,7.4